2 unconnected molecules or ions with the total composition C5H5IN4S in a non-equilibrium geometry. Source: OMol25; level of theory: wB97M-V/def2-TZVPD.

Each line ends with the natural charge from an NBO analysis.
Positions of all 16 atoms, in Å:
C (-0.59, 2.82, -0.37)  0.306
C (1.45, 1.07, 0.29)  -0.023
C (0.19, 0.56, 0.16)  0.276
C (1.67, 2.50, 0.01)  -0.071
C (3.15, -0.98, 0.13)  0.206
N (0.61, 3.25, -0.35)  -0.460
N (2.44, -1.97, 0.23)  -0.755
N (-0.83, 1.43, -0.10)  -0.588
N (-0.22, -0.72, 0.39)  -0.819
S (3.08, 3.21, 0.36)  -0.096
I (5.21, -0.50, 0.00)  0.199
H (-1.53, 3.34, -0.42)  0.194
H (2.45, -2.99, 0.07)  0.422
H (-1.74, 1.09, -0.38)  0.399
H (0.46, -1.40, 0.15)  0.423
H (-1.19, -0.88, 0.49)  0.387

Summary:
- HOMO (alpha / beta) (eV) = -7.5 / -7.6
- ΔE to the lowest compared entry with this formula, charge and spin (eV) = 1.3878
- F_max (hartree/bohr) = 0.0798
- HOMO-LUMO gap (alpha / beta) (eV) = 6.7 / 6.5